[1]
5 unconnected molecules or ions with the total composition C28H43N2O4PS in a non-equilibrium geometry, computed with the ωB97M-V functional and the def2-TZVPD basis.

Structure (XYZ):
```
79
Properties=species:S:1:pos:R:3:forces:R:3
N -3.761776 -0.919433 5.839320 -0.174 0.583 0.168
P -4.405854 0.520336 5.797459 0.787 -1.301 -0.295
C -3.729451 1.562181 4.486478 -0.329 0.189 0.440
C -4.516862 1.925939 3.402042 0.135 -0.019 0.040
C -3.965199 2.673980 2.368327 0.156 -0.212 0.386
C -2.639517 3.067706 2.455868 0.241 0.120 -0.269
C -1.849093 2.711396 3.552404 -0.053 -0.037 0.372
C -2.395542 1.951535 4.579005 -0.304 0.165 -0.612
N -0.503981 3.133751 3.599677 -0.208 -0.188 -0.034
C 0.241175 2.900493 2.432305 0.430 0.025 -0.546
C 1.492923 2.293839 2.458234 0.080 -0.070 0.104
C 2.201559 2.072136 1.287979 -0.275 0.182 -0.475
C 1.666628 2.457288 0.061357 -0.188 0.149 0.060
C 0.418798 3.064740 0.019594 0.025 -0.104 0.366
C -0.283149 3.280960 1.196587 -0.313 0.049 0.269
S -1.881693 4.053245 1.190669 -0.049 -0.005 -0.028
H -3.357591 -1.117301 6.745533 0.028 -0.202 -0.016
H -5.781681 0.494932 5.488140 -0.018 0.428 0.104
H -4.239521 1.229635 7.004300 -0.360 0.314 -0.145
H -5.543099 1.594440 3.345148 -0.136 0.028 -0.092
H -4.563915 2.932623 1.511935 -0.043 0.075 -0.197
H -1.788959 1.648864 5.418461 0.125 -0.081 0.131
H -0.036132 2.796646 4.426919 0.064 0.004 0.048
H 1.916499 1.984455 3.404356 -0.003 -0.034 0.114
H 3.162133 1.583951 1.294484 0.146 -0.054 0.189
H 2.189483 2.275062 -0.864150 0.207 -0.102 -0.025
H -0.034251 3.369394 -0.910239 0.008 -0.014 -0.196
C 3.415701 -1.071052 -4.161420 -0.159 -0.073 0.023
C 3.137087 0.222677 -4.921297 0.102 0.026 -0.036
C 2.639380 1.133407 -3.807496 -0.119 -0.038 0.033
O 3.311459 0.717091 -2.615351 -0.029 -0.052 -0.007
C 3.960989 -0.542144 -2.843800 0.111 0.118 -0.034
H 4.114407 -1.736788 -4.666366 0.035 0.034 -0.004
H 2.481581 -1.613681 -3.994713 0.005 0.015 0.013
H 4.063716 0.616053 -5.345695 -0.010 0.009 0.005
H 2.413064 0.110703 -5.726850 -0.022 -0.011 0.015
H 1.559382 1.020753 -3.657715 -0.006 -0.005 -0.043
H 2.857526 2.186791 -3.989983 0.022 0.009 0.048
H 5.039751 -0.373957 -2.895405 0.019 -0.060 0.004
H 3.751952 -1.207946 -2.005295 -0.031 0.049 0.047
C -6.956123 -1.176836 -0.053445 -0.102 -0.021 0.005
C -7.136262 0.121776 -0.834801 0.103 0.016 -0.025
C -7.635702 1.067620 0.248421 -0.069 -0.042 0.040
O -7.040694 0.626635 1.471958 0.021 0.008 -0.004
C -6.446277 -0.663134 1.285044 0.109 0.050 -0.009
H -6.269857 -1.880092 -0.522359 0.018 0.011 -0.004
H -7.920134 -1.674205 0.074742 0.011 -0.005 0.005
H -6.172537 0.463671 -1.219586 -0.010 0.008 -0.002
H -7.826931 0.039194 -1.672402 -0.015 -0.009 0.007
H -8.724724 1.015974 0.351676 -0.003 0.015 -0.047
H -7.354921 2.106130 0.067920 0.007 0.012 0.049
H -5.356818 -0.547107 1.278423 0.005 -0.046 0.003
H -6.718958 -1.306692 2.121624 -0.009 0.042 0.035
C 7.276439 -3.756465 -1.150453 0.041 -0.068 -0.066
C 8.495088 -2.870062 -0.908721 -0.034 0.049 0.081
C 8.498247 -2.003364 -2.160176 0.006 -0.056 -0.075
O 7.131131 -1.860913 -2.553575 -0.005 -0.036 0.005
C 6.318499 -2.784731 -1.825122 0.044 0.054 0.067
H 6.863117 -4.192349 -0.242337 -0.003 0.014 0.012
H 7.533347 -4.569489 -1.833196 -0.011 0.003 0.004
H 8.338784 -2.251987 -0.021743 0.009 0.001 -0.007
H 9.422968 -3.424493 -0.777793 0.000 -0.013 -0.015
H 9.047853 -2.485245 -2.975867 0.039 0.001 0.028
H 8.925737 -1.014464 -1.992309 -0.037 0.025 -0.027
H 5.734731 -2.226717 -1.086102 -0.026 -0.051 0.035
H 5.628475 -3.275842 -2.513022 -0.002 0.046 -0.035
C -0.261160 -0.751443 -0.188393 -0.106 0.182 0.046
C -1.609021 -1.354584 -0.570712 0.040 -0.131 -0.010
C -1.467677 -1.477278 -2.083466 0.021 0.103 -0.035
O -0.077949 -1.692940 -2.347134 -0.045 0.040 0.032
C 0.679039 -1.441264 -1.158176 0.154 -0.144 -0.010
H 0.011109 -0.911760 0.853908 0.005 0.002 0.005
H -0.262336 0.323992 -0.378748 -0.005 -0.004 0.051
H -1.720005 -2.342635 -0.117734 -0.019 0.002 -0.017
H -2.463531 -0.746915 -0.274926 0.015 0.032 -0.002
H -1.775433 -0.552595 -2.584668 -0.057 -0.007 0.020
H -2.043795 -2.304366 -2.500610 0.044 -0.019 -0.034
H 1.030186 -2.401927 -0.762995 0.008 0.022 0.046
H 1.548173 -0.827802 -1.403950 -0.043 0.004 -0.075
```
Forces are in eV/Å.

## Properties
Structure (SMILES) ... N=[PH2]c1ccc2c(c1)Nc1ccccc1S2.C1CCOC1.C1CCOC1.C1CCOC1.C1CCOC1

***

[2]
C7H10 in the gas phase, computed with the ωB97M-V functional and the def2-TZVPD basis.

Structure (XYZ):
```
17
Properties=species:S:1:pos:R:3:forces:R:3
C -1.740196 0.271579 -0.282802 -0.061 -0.021 0.185
C -0.374497 -0.016457 -0.944321 -0.102 0.093 -0.233
C -1.363049 1.693995 -0.240194 -0.103 -0.261 -0.246
C 0.982603 0.438664 -0.419067 0.261 0.232 -0.058
C 1.061578 0.374247 1.106402 0.000 0.126 0.101
C 0.705716 -1.138455 1.041678 -0.047 -0.131 0.096
C 0.646995 -1.028077 -0.477962 0.048 -0.239 -0.047
H -2.537006 -0.072261 -0.955012 0.161 0.098 0.079
H -1.832139 -0.214592 0.692868 0.045 0.092 -0.128
H -0.419532 0.034740 -2.029265 0.023 0.024 0.177
H -1.532145 2.071518 -1.272934 0.026 -0.028 0.153
H 1.634119 1.024981 -1.058675 -0.095 -0.119 0.089
H 0.377905 1.039631 1.639697 0.088 -0.111 -0.088
H 2.082657 0.533872 1.462826 -0.152 -0.020 -0.043
H 1.523726 -1.780062 1.378518 -0.104 0.105 -0.046
H -0.214456 -1.457708 1.542477 0.131 0.043 -0.081
H 0.997720 -1.775616 -1.184235 -0.119 0.119 0.093
```
Forces are in eV/Å.

***

The records above give, respectively, frontier orbital gap values of 0.3111; 0.3281 Eh.